1.
A structure of composition C24H37NO23S2Ti2 in a non-equilibrium geometry. Source: the OMol25 dataset; level of theory: ωB97M-V/def2-TZVPD.

CARTESIAN COORDINATES (ANGSTROEM)
Ti (-0.779, 2.536, 2.658)
Ti (-2.683, -0.659, 2.637)
S (-0.597, 0.348, 0.985)
O (-0.522, 0.382, 2.489)
O (0.690, 0.040, 0.408)
O (-1.657, -0.623, 0.618)
O (-1.054, 1.714, 0.592)
C (0.139, 0.291, -3.667)
C (-0.853, -0.374, -2.694)
O (-1.673, -1.169, -3.512)
C (-1.123, -1.284, -4.759)
O (-1.549, -1.988, -5.606)
O (-0.048, -0.483, -4.872)
H (1.170, 0.130, -3.360)
H (-0.050, 1.333, -3.915)
H (-1.436, 0.399, -2.187)
H (-0.293, -0.910, -1.926)
C (-4.404, 1.418, -0.024)
C (-4.629, 0.109, -0.801)
O (-5.740, 0.415, -1.635)
C (-5.987, 1.751, -1.628)
O (-6.779, 2.293, -2.314)
O (-5.197, 2.368, -0.701)
H (-3.358, 1.722, -0.041)
H (-4.661, 1.302, 1.036)
H (-4.906, -0.722, -0.156)
H (-3.766, -0.158, -1.412)
C (-4.153, -3.761, 0.175)
C (-2.732, -3.981, -0.390)
O (-2.188, -4.957, 0.501)
C (-3.102, -5.375, 1.399)
O (-2.920, -6.192, 2.235)
O (-4.283, -4.722, 1.210)
H (-4.922, -3.897, -0.583)
H (-4.247, -2.759, 0.601)
H (-2.148, -3.065, -0.335)
H (-2.754, -4.409, -1.388)
C (2.003, -1.237, 3.833)
C (2.926, -0.476, 2.877)
O (4.225, -0.701, 3.388)
C (4.151, -1.346, 4.582)
O (5.077, -1.595, 5.272)
O (2.868, -1.655, 4.882)
H (1.602, -2.120, 3.337)
H (1.194, -0.615, 4.205)
H (2.718, 0.600, 2.862)
H (2.806, -0.784, 1.840)
C (1.421, 3.377, -0.929)
C (1.853, 3.114, 0.507)
O (1.082, 4.078, 1.241)
C (0.769, 5.104, 0.403)
O (0.358, 6.154, 0.757)
O (0.945, 4.728, -0.880)
H (0.653, 2.686, -1.276)
H (2.249, 3.326, -1.633)
H (2.916, 3.310, 0.650)
H (1.630, 2.102, 0.829)
C (-2.236, 3.860, -1.765)
C (-2.658, 4.592, -0.479)
O (-3.733, 5.406, -0.904)
C (-4.178, 4.996, -2.132)
O (-5.158, 5.407, -2.644)
O (-3.324, 4.086, -2.655)
H (-2.103, 2.786, -1.649)
H (-1.330, 4.324, -2.155)
H (-1.826, 5.165, -0.075)
H (-3.007, 3.919, 0.311)
C (5.193, 1.727, -0.772)
C (4.516, 0.775, 0.222)
C (5.133, -0.626, 0.150)
C (6.561, -0.621, 0.467)
N (7.681, -0.620, 0.708)
H (6.275, 1.617, -0.837)
H (5.058, 2.758, -0.432)
H (4.730, 1.613, -1.751)
H (3.467, 0.719, -0.077)
H (4.556, 1.182, 1.232)
H (5.041, -0.946, -0.894)
H (4.653, -1.382, 0.769)
C (2.023, -5.910, 0.704)
S (1.258, -4.687, 1.788)
O (2.251, -4.488, 2.883)
C (1.496, -3.280, 0.688)
H (1.312, -6.250, -0.048)
H (2.419, -6.688, 1.348)
H (2.857, -5.435, 0.181)
H (2.584, -3.217, 0.581)
H (1.149, -2.361, 1.145)
H (1.086, -3.536, -0.289)

Calculated values
**Calculated total energy**: -5217.1916 hartree
**Maximum force**: 0.0455 Eh/bohr
**Multiplicity**: 7
**HOMO level (alpha / beta)**: -7.6109 / -9.4867 eV


2.
A structure of composition C7H26EuN4OP in a non-equilibrium geometry. Source: the OMol25 dataset; level of theory: ωB97M-V/def2-TZVPD.

CARTESIAN COORDINATES (ANGSTROEM)
C (-1.482, 1.770, -2.246)
Eu (-0.257, 0.014, -2.697)
N (0.958, -1.733, -3.601)
H (-0.258, 0.735, -4.376)
H (1.913, -1.431, -3.624)
H (-1.790, -0.426, -3.612)
H (-1.901, 2.240, -3.122)
H (-0.689, 2.367, -1.789)
H (-2.223, 1.446, -1.541)
H (0.856, -2.548, -3.028)
H (0.639, -1.920, -4.533)
C (2.242, -1.788, 0.445)
N (1.770, -0.346, 0.450)
C (2.331, 0.338, -0.791)
P (0.032, -0.243, 0.543)
O (-0.555, -0.798, -0.689)
N (-0.494, -1.258, 1.864)
C (-1.970, -1.610, 1.865)
C (-0.091, -0.819, 3.244)
N (-0.431, 1.467, 0.731)
C (-1.866, 1.694, 1.162)
C (0.466, 2.280, 1.617)
H (3.325, -1.852, 0.371)
H (1.780, -2.316, -0.414)
H (1.920, -2.242, 1.371)
H (1.913, -0.182, -1.705)
H (2.016, 1.372, -0.798)
H (3.414, 0.272, -0.826)
H (-2.245, -1.948, 0.875)
H (-2.194, -2.385, 2.590)
H (-2.566, -0.710, 2.135)
H (-0.296, -1.585, 3.987)
H (0.974, -0.601, 3.236)
H (-0.662, 0.091, 3.522)
H (-1.965, 1.473, 2.244)
H (-2.160, 2.730, 1.000)
H (-2.522, 1.042, 0.594)
H (0.406, 1.888, 2.655)
H (1.483, 2.195, 1.266)
H (0.177, 3.327, 1.624)

Calculated values
**ΔE to the lowest compared entry with this formula, charge and spin**: 0.0 kcal/mol
**Calculated total energy**: -1627.9778 hartree
**Maximum force**: 0.0609 Eh/bohr
**Multiplicity**: 8
**Total charge**: -1
**HOMO level (alpha / beta)**: 0.3529 / -3.1494 eV


3.
The ion C3H8NO2 with charge +1 in a non-equilibrium geometry. Source: the OMol25 dataset; level of theory: ωB97M-V/def2-TZVPD.

CARTESIAN COORDINATES (ANGSTROEM)
C (0.376, 0.112, 0.603)
C (-0.601, -0.334, -0.556)
C (1.803, 0.125, 0.084)
N (-2.131, -0.076, -0.274)
O (1.994, -0.242, -1.068)
O (2.700, 0.533, 0.915)
H (0.038, 1.107, 0.924)
H (0.395, -0.638, 1.419)
H (-0.485, 0.196, -1.438)
H (-0.243, -1.463, -0.623)
H (-2.213, 0.992, -0.287)
H (-2.680, -0.326, -1.065)
H (-2.519, -0.312, 0.749)
H (3.566, 0.326, 0.615)

Calculated values
**ΔE to the lowest compared entry with this formula, charge and spin**: 36.3 kcal/mol
**SMILES**: [NH3+]CCC(=O)O
**Calculated total energy**: -324.0695 hartree
**Maximum force**: 0.0885 Eh/bohr
**Total charge**: +1
**HOMO level**: -14.4027 eV